(1)
C37H35N6O9PSr | ωB97M-V with the def2-TZVPD basis set

Total charge: -2
Multiplicity: 1
Highest occupied orbital energy: -1.545 eV
Orbital gap: 4.98 eV

Last column: natural (NBO) charge in e.
Element x y z (Å)
Sr (-0.157, -0.436, 0.464)  1.82
N (0.944, -0.564, 2.952)  -0.72
N (2.308, -0.189, 3.011)  -0.55
C (3.027, -0.013, 1.781)  0.89
O (4.264, -0.021, 1.907)  -0.78
O (2.350, 0.194, 0.741)  -0.87
H (0.454, -0.107, 3.710)  0.34
H (0.855, -1.577, 3.055)  0.40
H (2.861, -0.765, 3.631)  0.36
O (0.379, 2.170, 0.575)  -1.13
P (1.377, 2.718, -0.384)  1.99
C (2.966, 3.197, 0.319)  -0.43
C (4.039, 3.628, -0.458)  -0.14
C (5.232, 3.992, 0.146)  -0.25
C (5.365, 3.906, 1.526)  -0.21
C (4.309, 3.450, 2.299)  -0.19
C (3.110, 3.098, 1.698)  -0.15
C (0.645, 4.234, -1.094)  -0.43
C (-0.751, 4.241, -1.122)  -0.18
C (-1.432, 5.312, -1.684)  -0.20
C (-0.731, 6.388, -2.207)  -0.22
C (0.658, 6.395, -2.165)  -0.26
C (1.342, 5.322, -1.613)  -0.14
C (1.715, 1.683, -1.831)  -0.47
C (2.893, 0.953, -1.961)  -0.08
C (3.065, 0.110, -3.048)  -0.23
C (2.058, -0.026, -3.991)  -0.19
C (0.870, 0.677, -3.850)  -0.22
C (0.696, 1.531, -2.773)  -0.19
H (3.958, 3.646, -1.538)  0.21
H (6.067, 4.318, -0.462)  0.20
H (6.306, 4.167, 1.995)  0.20
H (4.427, 3.328, 3.367)  0.21
H (2.292, 2.697, 2.283)  0.25
H (-1.311, 3.414, -0.697)  0.29
H (-2.514, 5.287, -1.702)  0.22
H (-1.262, 7.228, -2.641)  0.19
H (1.211, 7.240, -2.560)  0.19
H (2.424, 5.353, -1.577)  0.20
H (3.642, 0.994, -1.183)  0.24
H (3.970, -0.479, -3.127)  0.20
H (2.183, -0.714, -4.819)  0.20
H (0.067, 0.542, -4.563)  0.21
H (-0.243, 2.060, -2.651)  0.24
C (-2.537, 2.120, 2.024)  -0.64
C (-2.903, 2.024, 0.574)  0.08
C (-3.773, 2.828, -0.149)  -0.39
C (-3.757, 2.319, -1.477)  -0.40
C (-2.889, 1.236, -1.455)  0.09
C (-2.623, 0.248, -2.551)  -0.63
N (-2.360, 1.052, -0.210)  -0.64
H (-3.200, 2.819, 2.541)  0.19
H (-1.507, 2.464, 2.159)  0.22
H (-2.630, 1.144, 2.511)  0.21
H (-4.336, 3.671, 0.231)  0.18
H (-4.323, 2.673, -2.330)  0.18
H (-2.892, 0.673, -3.523)  0.19
H (-3.200, -0.671, -2.407)  0.21
H (-1.576, -0.061, -2.591)  0.21
C (2.668, -5.856, 2.263)  -0.39
N (2.276, -4.869, 1.283)  -0.44
C (2.545, -5.033, -0.044)  0.05
C (2.225, -4.098, -0.948)  -0.38
C (1.566, -2.880, -0.475)  0.63
O (1.222, -1.987, -1.267)  -0.73
N (1.328, -2.745, 0.852)  -0.70
C (1.672, -3.678, 1.745)  0.76
O (1.493, -3.584, 2.968)  -0.73
H (2.954, -6.770, 1.743)  0.18
H (1.840, -6.061, 2.940)  0.22
H (3.508, -5.505, 2.867)  0.20
H (3.024, -5.967, -0.315)  0.18
H (2.426, -4.232, -2.000)  0.21
O (-1.872, -2.288, -0.430)  -0.76
C (-2.334, -2.469, 0.716)  0.73
O (-1.936, -1.934, 1.775)  -0.78
C (-3.490, -3.455, 0.843)  0.00
C (-3.907, -3.882, 2.099)  -0.20
C (-4.938, -4.799, 2.223)  -0.21
C (-5.545, -5.266, 1.068)  -0.01
C (-5.156, -4.851, -0.197)  -0.21
C (-4.117, -3.944, -0.299)  -0.20
N (-6.639, -6.242, 1.186)  0.54
O (-7.161, -6.652, 0.163)  -0.41
O (-6.972, -6.605, 2.301)  -0.41
H (-3.405, -3.478, 2.967)  0.25
H (-5.274, -5.155, 3.185)  0.23
H (-5.664, -5.242, -1.066)  0.23
H (-3.755, -3.596, -1.258)  0.25

Atoms 1-3, force components in eV/Å:
Sr 0.18 -0.06 -0.06
N -0.09 -0.02 0.01
N 0.11 0.03 -0.02

(2)
C19H15CoF5N3O4S2 | ωB97M-V with the def2-TZVPD basis set

Total charge: -1
Multiplicity: 4
Highest occupied orbital energy (alpha / beta): -1.609 / -4.079 eV
Orbital gap (alpha / beta): 3.88 / 6.33 eV
Expectation value of S²: 3.7747
Relative energy (zero: lowest compared OMol25 entry of this formula, charge and spin): 107.7 kcal/mol

Last column: natural (NBO) charge in e.
Element x y z (Å)
Co (1.090, 1.176, -0.408)  0.69
C (-4.738, -1.342, -3.807)  -0.63
C (-4.080, -0.489, -2.769)  0.00
C (-4.387, -0.559, -1.414)  -0.24
C (-3.605, 0.113, -0.476)  -0.16
C (-2.572, 0.988, -0.883)  -0.31
C (-2.270, 1.042, -2.254)  -0.18
C (-3.129, 0.524, -3.192)  -0.21
S (-1.504, 1.645, 0.438)  2.26
O (-2.333, 2.122, 1.540)  -0.96
O (-0.680, 2.657, -0.241)  -1.00
N (-0.455, 0.402, 0.797)  -1.11
C (-0.305, -0.332, 2.105)  -0.04
C (5.484, -1.759, 3.469)  1.02
O (5.299, -2.759, 4.051)  -0.52
O (5.470, -0.776, 2.816)  -0.50
H (-5.846, -1.287, -3.767)  0.21
H (-4.537, -2.419, -3.725)  0.22
H (-4.418, -1.056, -4.813)  0.21
H (-5.238, -1.125, -1.037)  0.20
H (-3.798, -0.143, 0.567)  0.23
H (-1.358, 1.525, -2.574)  0.24
H (-3.107, 0.721, -4.239)  0.20
H (-1.027, 0.214, 2.770)  0.20
H (0.739, -0.298, 2.318)  0.20
C (-2.756, -1.612, 3.494)  -0.65
C (-1.905, -2.260, 2.521)  0.19
N (-0.714, -1.782, 2.035)  -0.42
C (-0.495, -2.468, 0.821)  -0.07
C (-1.479, -3.387, 0.651)  -0.11
N (-2.200, -3.417, 1.856)  -0.60
H (-2.381, -2.006, 4.440)  0.19
H (-3.802, -1.888, 3.327)  0.20
H (-2.496, -0.538, 3.334)  0.23
H (0.345, -2.161, 0.201)  0.23
H (-1.745, -4.063, -0.156)  0.21
H (-3.046, -3.959, 1.973)  0.39
F (7.659, 4.037, -0.273)  -0.31
C (6.535, 3.331, -0.539)  0.23
C (5.386, 3.452, 0.241)  0.29
F (5.344, 4.322, 1.263)  -0.31
C (4.229, 2.727, -0.042)  0.31
F (3.077, 3.117, 0.543)  -0.31
C (4.202, 1.702, -1.007)  -0.25
S (2.927, 0.475, -1.099)  -0.41
C (5.315, 1.739, -1.846)  0.30
F (5.306, 0.940, -2.942)  -0.31
C (6.480, 2.510, -1.632)  0.26
F (7.522, 2.406, -2.438)  -0.29

Atoms 1-3, force components in eV/Å:
Co -1.38 0.23 1.03
C -1.08 -0.24 -0.39
C 0.42 1.96 -0.41

(3)
C31H80N13O25 | ωB97M-V with the def2-TZVPD basis set

Total charge: +1
Multiplicity: 1
Highest occupied orbital energy: -9.251 eV
Orbital gap: 0.76 eV

Last column: Mulliken charge in e.
Element x y z (Å)
C (3.665, 5.464, 2.976)  -1.40
C (3.169, 5.070, 1.586)  -0.46
N (3.566, 3.724, 1.112)  0.89
C (3.206, 2.668, 2.113)  -0.51
C (2.818, 3.430, -0.207)  0.63
C (2.961, 4.535, -1.287)  -1.67
C (5.159, 3.709, 1.010)  -1.06
C (5.846, 2.470, 0.369)  -0.24
O (5.612, 2.499, -0.970)  -0.31
C (5.930, 1.227, -1.568)  -0.30
H (3.041, 4.835, 3.679)  0.34
H (3.337, 6.451, 3.147)  0.51
H (4.721, 5.282, 3.339)  0.22
H (3.622, 5.632, 0.787)  0.69
H (2.122, 5.250, 1.528)  0.34
H (3.792, 2.737, 3.027)  0.58
H (3.515, 1.687, 1.725)  -0.19
H (2.129, 2.794, 2.241)  0.05
H (1.767, 3.372, 0.106)  -0.32
H (3.097, 2.385, -0.511)  0.27
H (2.641, 4.079, -2.244)  0.38
H (4.026, 4.813, -1.413)  0.33
H (2.268, 5.353, -0.992)  0.40
H (5.571, 3.945, 1.997)  0.55
H (5.417, 4.544, 0.384)  0.45
H (5.521, 1.522, 0.836)  0.02
H (6.882, 2.627, 0.600)  0.55
H (7.020, 1.137, -1.661)  0.31
H (5.435, 1.312, -2.534)  0.26
H (5.471, 0.471, -0.971)  -0.09
C (-1.421, 0.514, -4.356)  -1.39
C (-2.333, 0.412, -3.186)  0.58
N (-3.652, 1.133, -3.272)  0.89
C (-4.429, 0.701, -4.470)  -1.31
C (-4.379, 0.738, -1.988)  0.14
C (-4.778, -0.722, -1.909)  -1.03
C (-3.401, 2.622, -3.271)  0.10
C (-4.529, 3.546, -3.477)  -1.23
O (-5.439, 3.420, -2.402)  -0.20
C (-6.163, 4.565, -2.052)  -0.93
H (-2.010, 0.231, -5.237)  0.26
H (-0.507, -0.058, -4.267)  0.34
H (-1.004, 1.535, -4.331)  0.40
H (-1.928, 0.845, -2.295)  -0.63
H (-2.578, -0.624, -2.748)  0.25
H (-3.947, 0.978, -5.440)  0.37
H (-5.447, 1.149, -4.444)  0.33
H (-4.458, -0.396, -4.476)  0.50
H (-5.278, 1.387, -1.997)  0.47
H (-3.751, 1.136, -1.179)  -0.27
H (-5.490, -0.739, -1.094)  0.47
H (-3.897, -1.329, -1.611)  0.33
H (-5.248, -1.053, -2.824)  0.37
H (-2.646, 2.786, -4.053)  0.44
H (-2.950, 2.845, -2.314)  -0.08
H (-5.125, 3.354, -4.419)  0.37
H (-4.130, 4.573, -3.496)  0.58
H (-5.696, 5.193, -1.240)  0.27
H (-7.155, 4.291, -1.672)  0.29
H (-6.420, 5.204, -2.924)  0.35
C (1.205, -6.872, -4.576)  -1.17
C (1.352, -5.297, -4.752)  0.80
O (2.443, -4.734, -4.530)  -0.75
N (0.275, -4.621, -5.152)  -0.16
H (2.410, -3.365, -3.076)  0.29
H (-0.542, -5.193, -5.459)  0.25
C (0.530, -3.395, -5.895)  -0.88
H (2.016, -7.352, -3.952)  0.29
H (1.446, -7.285, -5.617)  0.31
H (0.226, -7.152, -4.253)  0.40
H (1.165, -2.737, -5.370)  0.28
H (-0.427, -2.878, -6.008)  0.32
H (0.938, -3.596, -6.897)  0.33
C (-4.974, -3.255, 2.880)  -1.12
C (-4.667, -3.532, 1.360)  0.65
O (-3.731, -3.186, 0.647)  -0.60
N (-5.683, -4.234, 0.739)  -0.23
H (-1.448, 0.664, 4.071)  0.31
H (-6.442, -4.670, 1.202)  0.23
C (-5.611, -4.475, -0.724)  -0.68
H (-5.513, -2.310, 2.849)  0.27
H (-4.096, -3.181, 3.497)  0.31
H (-5.583, -4.066, 3.307)  0.37
H (-5.347, -3.657, -1.332)  0.09
H (-6.632, -4.726, -0.840)  0.40
H (-4.870, -5.264, -0.881)  0.23
C (1.701, -4.199, 5.500)  -0.94
C (3.061, -4.882, 5.479)  0.67
O (4.037, -4.750, 6.084)  -0.51
N (3.184, -5.814, 4.412)  -0.04
H (2.466, -6.020, 3.736)  0.31
H (4.445, -3.283, 0.426)  0.43
C (4.468, -6.188, 3.974)  -0.85
H (1.682, -3.457, 4.729)  0.19
H (1.635, -3.849, 6.499)  0.37
H (0.894, -4.962, 5.281)  0.31
H (4.889, -5.373, 3.350)  0.20
H (4.500, -7.167, 3.448)  0.30
H (5.104, -6.125, 4.810)  0.44
C (-1.046, -1.680, 1.505)  -0.73
C (-1.015, -0.528, 0.453)  -0.20
O (-1.963, -0.226, -0.220)  -0.09
N (0.224, 0.364, 0.440)  2.20
H (0.738, 0.231, -0.439)  0.31
H (-0.192, 1.351, 0.378)  -1.07
C (1.003, 0.279, 1.687)  1.36
H (-0.106, -2.277, 1.471)  0.44
H (-1.949, -2.190, 1.120)  0.18
H (-1.146, -1.220, 2.536)  0.01
H (1.915, -0.221, 1.487)  0.18
H (0.460, -0.212, 2.496)  -0.43
H (1.093, 1.305, 2.040)  -1.06
C (-3.070, 2.797, 4.414)  -1.55
C (-2.585, 2.666, 2.979)  0.70
O (-1.987, 1.649, 2.546)  -0.25
N (-3.167, 3.620, 2.158)  -0.07
H (16.691, 1.753, -6.726)  0.21
H (-3.823, 4.260, 2.608)  0.24
C (-2.985, 3.838, 0.740)  -0.05
H (-3.877, 3.468, 4.388)  0.43
H (-2.231, 2.999, 5.118)  0.27
H (-3.479, 1.930, 4.884)  0.31
H (-2.447, 2.962, 0.350)  -0.41
H (-2.558, 4.807, 0.590)  0.33
H (-3.971, 4.026, 0.208)  -0.02
N (-0.110, 2.519, -2.034)  0.96
O (-0.862, 2.364, -1.015)  -0.34
O (-0.527, 3.218, -2.965)  -0.76
O (1.012, 2.014, -2.100)  -0.67
N (-0.604, -0.461, 5.294)  1.06
O (-1.633, 0.251, 4.911)  -0.35
O (-0.695, -1.087, 6.249)  -0.61
O (0.377, -0.522, 4.562)  -0.54
N (1.958, -2.167, -1.691)  1.03
O (0.759, -2.379, -1.960)  -0.57
O (2.483, -1.366, -0.941)  -0.33
O (2.856, -2.864, -2.419)  -0.38
N (-0.088, 4.590, 2.417)  0.64
O (0.038, 3.945, 1.323)  -0.35
O (-0.388, 4.033, 3.499)  -0.65
O (0.008, 5.889, 2.528)  -0.72
N (1.204, -6.034, 1.656)  1.26
O (0.510, -5.783, 0.736)  -0.63
O (1.032, -7.064, 2.303)  -0.64
O (2.113, -5.273, 1.983)  -0.60
N (4.643, -1.566, 0.955)  0.81
O (5.521, -1.509, 0.112)  -0.65
O (4.166, -0.601, 1.495)  -0.60
O (4.055, -2.722, 1.162)  -0.23

Atoms 1-3, force components in eV/Å:
C -0.41 -2.68 1.27
C 2.08 0.69 -0.18
N 1.83 -1.41 0.47

Q: Which maximum force values were calculated for the entries above? A: 0.00663, 0.06801, 0.11864, in Eh/bohr.